11
Properties=species:S:1:pos:R:3:lowdin_charge:R:1 method="wB97M-V/def2-TZVPD" e_above_lowest_ev=0.607 orbital_gap_ev=8.84 charge=0 smiles="C=O.CSS" largest_force_ev_per_a=0.94
C 2.3703 -0.3040 -0.3905 -0.1733
O 2.9801 -0.2086 -1.4172 -0.0065
H 2.1792 0.6014 0.2087 0.0580
H 1.9529 -1.2444 -0.0174 0.0615
C -1.7463 -0.4850 -0.5447 -0.4719
S -0.8989 -0.3215 1.0545 0.3472
S -0.6620 1.7476 1.1337 0.3003
H -1.0809 -0.2374 -1.3716 0.0321
H -2.5955 0.1943 -0.5807 0.0273
H -2.0497 -1.5232 -0.5284 0.0241
H -0.4493 1.7807 2.4536 -0.1989